One molecule with the formula C3H7N3OS. Source: the OMol25 dataset; level of theory: ωB97M-V with the def2-TZVPD basis set.

Results
**HOMO**: -9.319 eV
**SMILES string**: CC(=O)NS/C=N\N
**ΔE to the lowest compared entry with this formula, charge and spin**: 1.9855 eV
**Gap between HOMO and LUMO**: 9.7 eV

Element x y z (Å)
C -0.7160 -2.2196 -1.3348
C 0.0233 -0.9251 -1.6030
O 0.9597 -0.8946 -2.3852
N -0.3139 0.2479 -0.8991
S -1.1684 0.4193 0.5354
C 0.0469 0.1134 1.8255
N 1.0936 0.8259 2.0154
N 1.3205 1.9502 1.2734
H -0.4871 -2.8599 -2.2455
H -1.7899 -2.0524 -1.1598
H -0.4277 -2.7896 -0.4745
H 0.4241 0.9131 -1.0614
H 0.0156 -0.7801 2.4458
H 1.9733 2.4963 1.7626
H 0.4825 2.5393 1.1945

Computed Löwdin charges, given in elementary charges: C -0.03; C -0.55; O 0.05; N -0.31; S 0.88; C -0.47; N -0.11; N -0.01; H 0.11; H 0.07; H 0.07; H 0.08; H 0.06; H 0.06; H 0.08